Entry 1:
Below is a gas-phase ion, C5H12N5 (charge +1), with properties calculated with ωB97M-V with the def2-TZVPD basis set.

The geometry in XYZ format:
```
22
Properties=species:S:1:pos:R:3:mulliken_charge:R:1
C -0.640 0.357 0.144 -0.476
C 1.237 -1.157 0.152 0.709
C -0.143 -0.753 -0.413 -0.059
C -3.119 0.048 0.227 -1.229
C -1.874 0.865 0.545 -0.183
N 1.154 1.697 1.037 -0.620
N 2.218 -0.348 0.373 -0.808
N 1.455 -2.479 0.317 -0.391
N 1.982 1.466 -1.166 -0.547
N 2.072 1.060 0.339 0.701
H -0.784 -1.731 -0.574 0.242
H -0.148 -0.539 -1.554 0.378
H -2.821 -0.919 0.110 0.376
H -3.498 0.346 -0.800 0.314
H -3.837 0.190 0.996 0.384
H -1.748 0.834 1.595 0.284
H -2.172 1.870 0.399 0.471
H 0.799 -3.180 -0.135 0.240
H 2.319 -2.820 0.807 0.282
H 2.674 1.230 -1.906 0.250
H 1.884 2.507 -1.054 0.301
H 2.990 1.456 0.561 0.382
```

Summary:
Charge: +1
Relative energy (zero: lowest compared OMol25 entry of this formula, charge and spin), eV: 11.586
LUMO level (alpha / beta), Eh: -0.19168 / -0.19011
Gap between HOMO and LUMO (alpha / beta), eV: 7.5 / 7.7
DFT total energy, eV: -12813.375


Entry 2:
Below is a molecular structure, C2H6N2OS2, with properties calculated with ωB97M-V with the def2-TZVPD basis set.

The geometry in XYZ format:
```
13
Properties=species:S:1:pos:R:3:mulliken_charge:R:1
C 0.849 -1.374 -1.330 -1.071
C -0.393 0.325 -0.257 0.010
H 0.842 -1.933 -2.214 0.360
H 1.620 -0.650 -1.475 0.426
H 1.350 -1.832 -0.396 0.363
H -2.051 -1.380 0.461 0.365
H 0.583 2.031 0.045 0.386
H 0.866 -0.158 2.048 0.191
N -0.330 -0.823 -0.925 0.360
N 0.740 0.930 -0.081 -0.332
O -1.283 -1.745 -0.494 -0.538
S -1.768 1.088 0.279 -0.359
S 1.859 0.376 1.100 -0.161
```

Summary:
Charge: 0
Relative energy (zero: lowest compared OMol25 entry of this formula, charge and spin), eV: 4.523
LUMO level, Eh: 0.00261
Gap between HOMO and LUMO, eV: 8.6
DFT total energy, eV: -28864.647


Entry 3:
Below is a gas-phase ion, C19H16Br2ClNO2P (charge +1), with properties calculated with ωB97M-V with the def2-TZVPD basis set.

The geometry in XYZ format:
```
42
Properties=species:S:1:pos:R:3:mulliken_charge:R:1
C 1.561 -2.566 0.765 -1.051
C 1.323 -2.811 -0.725 0.329
Br 0.891 -4.625 -1.225 -0.110
C 1.375 -1.842 -1.648 -0.873
Br 1.023 -2.295 -3.501 -0.021
C 1.660 -0.430 -1.272 -0.020
C 2.908 0.090 -1.029 0.294
C 3.133 1.451 -0.657 -0.080
P 4.821 2.131 -0.297 0.122
O 4.647 3.671 -0.877 -0.486
Cl 4.969 2.308 1.792 -0.230
C 2.073 2.321 -0.561 -0.420
C 0.752 1.831 -0.807 0.509
C -0.349 2.700 -0.706 -0.881
N -1.573 2.225 -0.899 0.219
C -1.807 0.913 -1.204 -0.608
C -3.273 0.462 -1.359 -0.855
O -3.875 0.547 -0.053 -0.483
C -3.149 -0.188 0.875 0.640
C -2.511 0.402 1.960 -0.404
C -1.814 -0.365 2.898 -0.436
C -1.696 -1.752 2.778 -0.701
C -2.324 -2.341 1.671 -0.355
C -3.043 -1.584 0.761 -0.400
C -0.799 0.008 -1.351 -0.024
C 0.546 0.463 -1.154 1.037
H 0.842 -1.848 1.191 0.161
H 2.586 -2.221 0.969 0.319
H 1.432 -3.531 1.279 0.419
H 3.778 -0.573 -1.110 0.537
H 5.236 4.272 -0.393 0.321
H 2.190 3.369 -0.272 0.435
H -0.231 3.760 -0.464 0.408
H -2.373 2.846 -0.813 0.334
H -3.248 -0.588 -1.694 0.330
H -3.823 1.069 -2.090 0.455
H -2.529 1.485 2.120 0.446
H -1.317 0.097 3.754 0.380
H -1.132 -2.348 3.499 0.461
H -2.254 -3.425 1.532 0.403
H -3.550 -2.073 -0.077 0.415
H -1.076 -1.015 -1.603 0.466
```

Summary:
Charge: +1
LUMO level, Eh: -0.17008
Gap between HOMO and LUMO, eV: 7.2
Structure (SMILES): C/C(Br)=C(/Br)c1cc(P(O)Cl)cc2c[nH+]c(COc3ccccc3)cc12
DFT total energy, eV: -187438.198